Entry 1:
{
  "formula": "C2H15N2O4",
  "method": "wB97M-V/def2-TZVPD",
  "species": ["C", "C", "N", "N", "H", "H", "H", "H", "H", "H", "H", "H", "H", "O", "H", "H", "O", "H", "H", "O", "H", "H", "O"],
  "positions_angstrom": [[-1.4441, 0.3603, -0.7588], [-0.9444, -0.8210, -1.1764], [-1.5889, -1.9510, -0.7953], [-0.6308, 1.5571, -0.8928], [-2.5362, 0.4161, -0.5394], [0.1851, -0.8678, -1.5097], [-0.9830, -2.8184, -1.1840], [-2.4215, -1.9564, -0.2899], [0.3162, 1.2715, -1.1928], [-0.5561, 1.9564, 0.0372], [-1.1435, 2.2604, -1.4720], [-3.9546, -0.3142, 1.8761], [-2.9005, -1.4979, 2.4375], [-3.0765, -0.7852, 1.7041], [3.1748, -2.0462, -1.4063], [4.3582, -1.1251, -1.1305], [3.4183, -1.2128, -1.0353], [0.9750, 2.7142, 4.2643], [1.3769, 1.1334, 4.6015], [1.1058, 1.7719, 4.0342], [2.5615, 1.2431, -2.3921], [2.6445, -0.0907, -1.4466], [2.0638, 0.8022, -1.7328]],
  "mulliken_spin": [0.4483, 0.0722, 0.4809, -0.0081, 0.0035, -0.0022, -0.0223, -0.0135, 0.0082, 0.0139, 0.0167, 0.0007, 0.0002, 0.0011, 0.0000, 0.0000, 0.0000, 0.0000, 0.0000, 0.0000, 0.0000, 0.0003, 0.0002],
  "e_lumo_ev": [-7.797, -11.526],
  "homo_lumo_gap_ev": [8.32, 4.59],
  "multiplicity": 2,
  "de_lowest_kcal_mol": 39.76,
  "total_charge": 2,
  "homo_energy_ev": [-16.1, -16.1],
  "mol_weight_g_mol": 131.2
}

=====

Entry 2:
{
  "formula": "C4H4O2",
  "method": "wB97M-V/def2-TZVPD",
  "species": ["O", "C", "C", "C", "O", "C", "H", "H", "H", "H"],
  "positions_angstrom": [[-0.6921, 2.2045, -0.2254], [-0.4440, 1.0419, 0.1066], [-1.0636, -0.2788, -0.1178], [0.1566, -1.0353, -0.1362], [1.1800, -0.4625, -1.1914], [1.0750, 0.1113, 0.0151], [-2.0904, -0.5760, -0.3351], [-0.4515, 0.7958, 1.2453], [0.3559, -2.0855, 0.0291], [1.9743, 0.2846, 0.6099]],
  "lowdin_charge": [0.0012, -0.4880, 0.1067, -0.1302, 0.0436, -0.1575, 0.1233, 0.2173, 0.1376, 0.1460],
  "e_lumo_ev": [-1.653, -1.416],
  "homo_lumo_gap_ev": [7.22, 7.58],
  "multiplicity": 1,
  "de_lowest_kcal_mol": 133.41,
  "homo_energy_ev": [-8.9, -9.0],
  "mol_weight_g_mol": 84.1
}